# 1
{
  "formula": "C30H30CdN7O5P",
  "method": "ωB97M-V with the def2-TZVPD basis set",
  "total_charge": 0,
  "lumo_energy_ev": -0.2,
  "gap_ev": 6.877,
  "e_tot_ev": -66119.84929,
  "species": ["Cd", "O", "C", "O", "C", "C", "C", "C", "C", "N", "C", "O", "O", "H", "H", "H", "H", "H", "N", "C", "O", "C", "C", "H", "H", "H", "H", "H", "H", "N", "C", "N", "N", "C", "N", "H", "H", "H", "H", "N", "P", "C", "C", "C", "C", "C", "C", "C", "C", "C", "C", "C", "C", "C", "C", "C", "C", "C", "C", "H", "H", "H", "H", "H", "H", "H", "H", "H", "H", "H", "H", "H", "H", "H"],
  "coordinates": [[-1.18557, 0.53029, 1.86234], [-4.02859, -2.02288, -0.65414], [-3.52107, -1.40250, 0.42426], [-3.47720, -0.21643, 0.55703], [-2.98322, -2.36516, 1.44404], [-3.28821, -3.71794, 1.41492], [-2.74626, -4.52889, 2.39739], [-1.91199, -3.96223, 3.34708], [-1.67459, -2.59460, 3.29506], [-2.20739, -1.81200, 2.36862], [-0.86493, -1.91172, 4.37388], [0.24966, -2.55610, 4.77506], [-1.22419, -0.90129, 4.89575], [-4.28484, -1.32635, -1.27868], [-3.93369, -4.11089, 0.64359], [-2.97404, -5.58599, 2.42739], [-1.48386, -4.56058, 4.14055], [0.54437, -3.16650, 4.08603], [2.83898, -1.03263, 2.44538], [1.57858, -0.76956, 2.86192], [0.65055, -1.51307, 2.54305], [1.36566, 0.44027, 3.73757], [0.36367, 1.43695, 3.13279], [2.98027, -1.76666, 1.76803], [3.58332, -0.38245, 2.62034], [2.32961, 0.90349, 3.97971], [0.94934, 0.04077, 4.66604], [0.88122, 2.16403, 2.49901], [-0.11486, 1.99363, 3.93777], [-1.23779, 5.85437, -0.45462], [-1.60308, 4.60749, -0.05284], [-1.31163, 3.58370, -0.86711], [-2.22248, 4.52463, 1.09839], [-2.48315, 3.36545, 1.65311], [-2.77407, 2.40646, 2.24108], [-1.03094, 6.01636, -1.42346], [-1.62905, 6.61675, 0.07002], [-0.64293, 3.74024, -1.60452], [-1.41307, 2.59389, -0.58147], [-0.91138, 0.67406, -0.33036], [0.22043, 0.27766, -1.27832], [1.48513, 1.58986, -1.53387], [2.17729, 1.99285, -0.38712], [3.02124, 3.09048, -0.41364], [3.17383, 3.81810, -1.58972], [2.49144, 3.43120, -2.73271], [1.65209, 2.32002, -2.70638], [-0.31198, -0.08182, -2.99780], [0.20518, -1.10441, -3.78836], [-0.23646, -1.27569, -5.09619], [-1.19453, -0.42522, -5.62739], [-1.73496, 0.58337, -4.83852], [-1.30244, 0.74483, -3.53076], [1.25224, -1.18839, -0.88936], [2.61110, -1.28856, -1.17720], [3.30491, -2.46000, -0.89408], [2.64142, -3.54296, -0.32947], [1.28619, -3.45128, -0.04369], [0.60061, -2.27793, -0.31748], [2.02817, 1.44061, 0.53491], [3.54919, 3.39151, 0.48295], [3.82501, 4.68289, -1.61276], [2.61033, 3.99423, -3.65049], [1.13813, 2.01677, -3.61089], [0.95826, -1.77202, -3.38945], [0.17149, -2.07738, -5.69932], [-1.52017, -0.54840, -6.65298], [-2.49503, 1.23992, -5.24381], [-1.74562, 1.50667, -2.89697], [3.12937, -0.45134, -1.62972], [4.36080, -2.53131, -1.12526], [3.18243, -4.45660, -0.11568], [0.76676, -4.29078, 0.40309], [-0.45304, -2.18324, -0.08156]]
}

# 2
{
  "formula": "C30H30FN2O3SeSn",
  "method": "ωB97M-V with the def2-TZVPD basis set",
  "total_charge": -1,
  "lumo_energy_ev": 2.6,
  "gap_ev": 6.997,
  "e_tot_ev": -114616.97086,
  "species": ["Sn", "C", "C", "C", "C", "C", "C", "C", "C", "C", "C", "C", "C", "N", "C", "C", "C", "C", "C", "C", "F", "H", "H", "H", "H", "H", "H", "H", "H", "H", "H", "H", "H", "H", "H", "H", "H", "H", "H", "H", "H", "H", "O", "C", "C", "C", "C", "C", "C", "C", "O", "O", "H", "H", "H", "H", "H", "Se", "C", "C", "C", "N", "C", "C", "H", "H", "H", "H"],
  "coordinates": [[1.37331, -0.09851, -0.95447], [1.43953, 3.74697, -0.56519], [0.46421, 2.96285, 0.30234], [-0.71644, 3.91848, 0.71547], [1.16597, 2.32945, 1.46765], [2.01958, 3.13842, 2.25461], [2.70259, 2.58399, 3.28811], [2.63709, 1.22779, 3.53428], [1.72397, 0.41782, 2.81636], [1.84958, -1.10249, 3.14436], [3.21478, -1.53193, 2.62002], [0.84219, -2.11273, 2.58820], [1.01052, 0.97465, 1.79137], [0.17953, 0.14940, 0.98264], [-1.20466, 0.16335, 1.12727], [-1.79681, 1.08398, 2.01700], [-3.16938, 1.22669, 2.01534], [-3.99914, 0.40872, 1.28936], [-3.40455, -0.64420, 0.51887], [-2.03391, -0.77389, 0.40627], [-1.47678, -1.79305, -0.26279], [0.93030, 4.15399, -1.40383], [2.20277, 3.13631, -1.04065], [1.84833, 4.63236, -0.06569], [0.03226, 2.25590, -0.37328], [-0.32434, 4.78235, 1.31904], [-1.56267, 3.39472, 1.25405], [-1.23673, 4.32742, -0.16807], [2.12422, 4.19734, 2.02191], [3.38732, 3.12491, 3.88802], [3.22984, 0.82043, 4.34544], [1.93538, -1.15001, 4.19741], [3.33633, -1.34672, 1.52379], [3.40073, -2.62511, 2.69044], [4.00928, -1.01194, 3.18401], [1.18890, -2.28399, 1.58318], [-0.16155, -1.62572, 2.45001], [0.78477, -3.08590, 3.10363], [-1.13538, 1.84528, 2.45330], [-3.61496, 2.02494, 2.54296], [-5.08428, 0.61929, 1.19636], [-4.05155, -1.35549, -0.06198], [-1.68037, 3.16050, -3.77568], [-2.22441, 1.93987, -4.23465], [-3.53202, 1.87221, -4.63874], [-4.04846, 0.65558, -5.06517], [-3.22212, -0.45692, -5.05991], [-1.91302, -0.36139, -4.62492], [-1.37984, 0.81611, -4.17789], [-0.10518, 0.88038, -3.32888], [1.00970, 1.32939, -3.62377], [-0.37070, 0.33398, -2.16204], [-2.35786, 3.71377, -3.35511], [-4.12198, 2.75724, -4.58139], [-4.97755, 0.64445, -5.51861], [-3.56938, -1.47163, -5.28139], [-1.35460, -1.32618, -4.51138], [1.12353, -2.60876, -1.93460], [1.56073, -4.07747, -0.73634], [0.55311, -4.88442, -0.10914], [0.96047, -6.04531, 0.54913], [2.19640, -6.50315, 0.71713], [3.09365, -5.74358, 0.15977], [2.84975, -4.52447, -0.53850], [-0.49049, -4.55198, -0.23859], [0.14743, -6.65302, 0.99040], [4.11106, -5.98301, 0.40479], [3.68203, -4.01831, -1.06167]]
}

# 3
{
  "formula": "C30H30FN8O13PS",
  "method": "ωB97M-V with the def2-TZVPD basis set",
  "total_charge": 0,
  "lumo_energy_ev": -1.3,
  "gap_ev": 7.392,
  "e_tot_ev": -92958.67882,
  "species": ["N", "N", "P", "N", "O", "S", "O", "O", "F", "H", "H", "H", "H", "H", "C", "C", "C", "C", "C", "C", "N", "O", "O", "H", "H", "H", "H", "H", "C", "C", "C", "C", "C", "C", "N", "O", "O", "H", "H", "H", "H", "H", "C", "C", "C", "C", "C", "C", "N", "O", "O", "H", "H", "H", "H", "H", "C", "C", "C", "C", "C", "C", "N", "O", "O", "H", "H", "H", "H", "H", "C", "C", "C", "C", "C", "C", "N", "O", "O", "H", "H", "H", "H", "H"],
  "coordinates": [[-2.07318, -0.79045, -3.52647], [-0.91616, -0.04884, -3.35033], [0.44915, -1.01546, -2.73459], [0.98468, -2.08806, -4.10263], [-0.03920, -2.02987, -1.36438], [-1.12062, 1.28396, -2.24008], [0.16989, 2.18204, -2.38103], [-2.30638, 2.19695, -2.68451], [-1.23293, 0.78665, -0.57869], [-1.93307, -1.33593, -4.42796], [-2.26855, -1.44093, -2.73463], [1.88111, -2.56285, -3.78005], [1.23952, -1.40103, -4.87289], [0.70289, -1.90787, -0.67320], [-2.88961, -7.00969, 1.61492], [-1.76254, -7.34917, 0.86484], [-0.78192, -6.39061, 0.60224], [-0.93867, -5.09038, 1.10182], [-2.07287, -4.74482, 1.84858], [-3.04819, -5.71127, 2.10231], [0.10090, -4.08502, 0.85078], [1.08014, -4.42441, 0.16990], [-0.05793, -2.95623, 1.33726], [-3.64882, -7.76201, 1.82185], [-1.64679, -8.36282, 0.48714], [0.09058, -6.67101, 0.01618], [-2.20964, -3.73820, 2.23814], [-3.93080, -5.45367, 2.68359], [-0.02492, -3.66982, -10.18213], [-0.06366, -4.35579, -8.96719], [0.77612, -3.97214, -7.91982], [1.65157, -2.89227, -8.09934], [1.69800, -2.20674, -9.32056], [0.85536, -2.60142, -10.36165], [2.51872, -2.46796, -6.99368], [2.46190, -3.11174, -5.93537], [3.25458, -1.48828, -7.18016], [-0.68564, -3.96905, -10.99399], [-0.75137, -5.18840, -8.83542], [0.73384, -4.51687, -6.97916], [2.37609, -1.37008, -9.47520], [0.88175, -2.07368, -11.31246], [-1.31171, 5.14193, -1.52527], [-0.60534, 6.19216, -0.93689], [-1.00343, 6.69525, 0.30320], [-2.11269, 6.13349, 0.95030], [-2.82828, 5.08421, 0.35835], [-2.42235, 4.59137, -0.88343], [-2.52077, 6.64093, 2.26577], [-1.87376, 7.58269, 2.74761], [-3.48573, 6.09620, 2.82089], [-0.99411, 4.74926, -2.48971], [0.25833, 6.61699, -1.44400], [-0.44238, 7.51396, 0.74848], [-3.69398, 4.64223, 0.84718], [-2.96946, 3.77502, -1.34979], [0.66956, 6.76412, 4.04890], [2.00484, 7.05365, 4.33410], [2.92350, 6.01710, 4.51023], [2.49307, 4.68824, 4.39346], [1.15158, 4.39460, 4.11483], [0.24150, 5.43963, 3.94356], [3.45915, 3.59465, 4.55231], [4.63286, 3.89479, 4.81691], [3.04703, 2.43466, 4.40871], [-0.04189, 7.57582, 3.90682], [2.33053, 8.08842, 4.41612], [3.96058, 6.25930, 4.73195], [0.80292, 3.36778, 4.02639], [-0.80142, 5.22204, 3.72397], [1.71475, -1.07508, 4.30104], [1.90387, -0.44802, 5.53359], [1.25502, -0.93127, 6.67150], [0.41876, -2.05105, 6.56403], [0.22106, -2.67780, 5.32647], [0.87313, -2.18370, 4.19495], [-0.24611, -2.57929, 7.76127], [-0.06095, -1.98560, 8.83409], [-0.95079, -3.59057, 7.63170], [2.22725, -0.69807, 3.41764], [2.56019, 0.41642, 5.60797], [1.41288, -0.43147, 7.62472], [-0.42906, -3.54462, 5.22783], [0.72853, -2.66512, 3.23030]]
}

no.,HOMO level (eV)
1,-7.05
2,-4.42
3,-8.68